Record 1
Density functional theory data (wB97M-V/def2-TZVPD) for 10 unconnected molecules or ions with the total composition C16H52O10 in a non-equilibrium geometry.

Net charge   0
SMILES   CC(C)O.CC(C)O.CC(C)O.CO.CO.CO.CO.CO.CO.CO
LUMO   0.29 eV
Frontier orbital gap   9.91 eV
Largest force on an atom   2.89 eV/Å

XYZ file:
```
78
Properties=species:S:1:pos:R:3:lowdin_charge:R:1
C -2.559 2.734 -1.651 -0.050
C -2.209 3.047 -3.111 -0.523
C -2.488 1.738 -3.867 -0.049
O -2.990 4.009 -3.681 -0.035
H -3.549 2.305 -1.495 0.081
H -2.686 3.627 -1.039 0.080
H -1.864 1.987 -1.268 0.054
H -1.198 3.444 -3.201 0.128
H -3.529 1.429 -3.765 0.086
H -1.786 1.049 -3.398 0.060
H -2.374 1.893 -4.940 0.077
H -2.617 4.156 -4.553 0.095
C 1.341 3.823 2.119 -0.067
C 0.989 4.382 3.423 -0.551
C 0.147 3.427 4.170 -0.066
O 2.131 4.744 4.198 -0.045
H 1.897 2.903 2.298 0.091
H 1.846 4.616 1.568 0.090
H 0.448 3.644 1.520 0.083
H 0.512 5.340 3.215 0.138
H -0.218 3.875 5.094 0.083
H 0.781 2.595 4.478 0.084
H -0.629 2.950 3.571 0.080
H 2.018 5.296 4.975 0.089
C -1.110 -2.342 -3.498 -0.039
C 0.392 -2.394 -3.906 -0.504
C 1.228 -2.015 -2.761 -0.064
O 0.568 -3.758 -4.162 -0.053
H -1.494 -1.338 -3.317 0.062
H -1.233 -3.022 -2.655 0.062
H -1.711 -2.847 -4.255 0.077
H 0.687 -1.839 -4.797 0.142
H 2.261 -1.841 -3.062 0.082
H 1.281 -2.780 -1.986 0.085
H 0.762 -1.151 -2.286 0.067
H 0.150 -3.851 -5.021 0.087
C -0.421 0.034 0.662 -0.082
O 0.911 0.082 0.020 -0.150
H -0.481 -0.926 1.175 0.059
H -0.697 0.890 1.277 0.073
H -1.183 0.155 -0.107 0.059
H 1.573 -0.215 0.648 0.027
C 4.527 -2.313 -1.087 -0.123
O 5.372 -2.887 -0.023 -0.140
H 3.779 -1.633 -0.680 0.056
H 5.130 -1.721 -1.775 0.079
H 3.950 -3.119 -1.542 0.071
H 5.252 -3.839 -0.054 0.058
C -3.410 -2.804 -0.830 -0.184
O -3.536 -2.912 0.569 -0.123
H -2.949 -1.838 -1.039 0.065
H -2.922 -3.563 -1.441 0.060
H -4.434 -2.801 -1.201 0.079
H -2.711 -3.310 0.858 0.020
C 2.019 -1.334 3.370 -0.138
O 2.166 -0.193 2.567 -0.124
H 2.302 -2.236 2.827 0.081
H 2.720 -1.291 4.204 0.086
H 0.987 -1.342 3.724 0.059
H 3.075 -0.236 2.260 0.091
C -0.112 -3.913 1.233 -0.150
O -1.170 -4.218 0.405 -0.132
H 0.442 -2.996 1.033 0.069
H -0.530 -3.945 2.239 0.087
H 0.567 -4.753 1.090 0.088
H -1.409 -5.145 0.336 0.113
C 1.370 3.220 -1.722 -0.165
O 1.340 2.000 -2.412 -0.142
H 1.895 3.995 -2.280 0.087
H 0.408 3.391 -1.238 0.067
H 2.102 2.960 -0.958 0.070
H 0.974 1.300 -1.866 0.032
C -1.532 -0.584 4.253 -0.208
O -2.497 0.374 4.516 -0.086
H -1.804 -1.360 3.537 0.077
H -0.581 -0.132 3.968 0.054
H -1.383 -1.255 5.099 0.083
H -2.297 0.574 5.433 0.081
```

=====

Record 2
Density functional theory data (wB97M-V/def2-TZVPD) for a molecular structure, C16H53CsN4O11S in a non-equilibrium geometry.

Net charge   +1
2S+1   2
LUMO (spin up / spin down)   -3.26 / -3.73 eV
Expectation value of S²   0.75
Frontier orbital gap (spin up / spin down)   4.61 / 7.48 eV
Largest force on an atom   5.96 eV/Å

XYZ file:
```
86
Properties=species:S:1:pos:R:3:lowdin_charge:R:1
O 12.560 -9.002 -21.231 0.256
H 12.189 -8.797 -20.369 0.116
H 11.821 -9.256 -21.789 0.001
H 13.062 -8.285 -21.625 0.136
O 9.332 -6.879 -20.506 0.197
H 9.712 -6.139 -20.985 0.082
H 8.999 -7.582 -21.068 0.020
H 10.062 -7.267 -20.019 0.099
O 11.569 -5.344 -23.726 0.245
H 11.304 -6.266 -23.712 0.032
H 12.490 -5.279 -23.465 0.136
H 11.038 -4.974 -23.017 0.098
Cs 7.439 -11.283 -23.633 0.955
S 9.761 -8.705 -23.033 0.124
O 10.478 -9.635 -22.256 -0.324
O 9.455 -9.266 -24.280 -0.461
O 8.472 -8.368 -22.398 -0.381
O 10.716 -7.597 -23.091 -0.364
C 12.928 -12.265 -26.114 -0.053
C 12.223 -11.252 -25.159 -0.374
C 12.945 -9.790 -25.196 -0.112
O 14.375 -9.938 -24.758 -0.201
C 15.137 -8.693 -24.730 -0.112
N 10.850 -11.237 -25.684 0.040
H 12.337 -13.111 -26.465 0.078
H 13.850 -12.592 -25.633 0.075
H 13.141 -11.676 -27.006 0.076
H 12.201 -11.547 -24.110 0.125
H 12.455 -9.040 -24.575 0.082
H 12.955 -9.391 -26.211 0.116
H 14.702 -7.815 -24.252 0.049
H 15.371 -8.343 -25.735 0.085
H 16.046 -8.696 -24.128 0.083
H 10.929 -10.967 -26.654 0.049
H 10.537 -10.362 -25.288 -0.001
C 10.586 -11.239 -18.526 -0.049
C 9.369 -11.526 -19.383 -0.435
C 8.338 -10.371 -19.368 -0.198
O 7.801 -10.035 -18.124 -0.172
C 6.976 -8.894 -17.998 -0.079
N 9.623 -11.996 -20.716 0.054
H 11.247 -10.564 -19.070 0.054
H 11.052 -12.145 -18.140 0.087
H 10.322 -10.771 -17.578 0.082
H 8.955 -12.360 -18.817 0.140
H 7.464 -10.751 -19.898 0.122
H 8.627 -9.520 -19.985 0.094
H 6.470 -9.011 -17.040 0.095
H 6.151 -8.976 -18.706 0.089
H 7.452 -7.914 -18.029 0.079
H 9.989 -11.207 -21.229 0.015
H 10.400 -12.637 -20.637 0.086
C 8.860 -6.616 -26.968 -0.057
C 8.061 -7.880 -27.181 -0.371
C 8.895 -9.071 -27.827 -0.229
O 9.162 -8.780 -29.134 -0.178
C 9.740 -9.825 -29.919 -0.065
N 7.643 -8.368 -25.859 0.022
H 9.441 -6.390 -27.862 0.085
H 9.500 -6.745 -26.095 0.060
H 8.206 -5.805 -26.644 0.081
H 7.201 -7.705 -27.827 0.135
H 8.463 -10.052 -27.630 0.127
H 9.838 -9.081 -27.280 0.104
H 10.133 -9.475 -30.874 0.094
H 8.931 -10.523 -30.135 0.088
H 10.470 -10.381 -29.331 0.078
H 8.415 -8.845 -25.415 -0.038
H 7.638 -7.615 -25.186 0.051
C 3.911 -6.888 -21.394 -0.066
C 5.138 -6.522 -22.216 -0.394
C 5.976 -5.323 -21.569 -0.177
O 6.519 -5.703 -20.326 -0.228
C 7.054 -4.735 -19.477 -0.114
N 5.860 -7.765 -22.307 0.027
H 3.515 -7.850 -21.717 0.074
H 3.203 -6.121 -21.709 0.076
H 3.929 -6.985 -20.308 0.081
H 4.905 -6.139 -23.210 0.138
H 5.147 -4.620 -21.488 0.116
H 6.701 -4.854 -22.234 0.114
H 7.536 -3.856 -19.904 0.092
H 7.668 -5.242 -18.733 0.076
H 6.142 -4.477 -18.938 0.096
H 6.393 -7.853 -21.453 0.045
H 6.734 -7.739 -22.813 0.017
```

=====

Record 3
Density functional theory data (wB97M-V/def2-TZVPD) for 10 unconnected molecules or ions with the total composition C16H54BF4N4O9 in a non-equilibrium geometry.

Net charge   -1
LUMO   2.47 eV
Frontier orbital gap   8.61 eV
Largest force on an atom   2.22 eV/Å

XYZ file:
```
88
Properties=species:S:1:pos:R:3:lowdin_charge:R:1
B -17.920 -12.432 -16.821 -1.195
F -17.782 -11.317 -17.671 0.111
F -17.826 -11.995 -15.477 0.105
F -19.136 -13.082 -17.063 0.123
F -16.844 -13.337 -17.045 0.091
C -14.134 -17.047 -20.357 -0.059
C -13.227 -17.394 -19.169 -0.453
C -13.937 -17.158 -17.843 -0.215
O -14.691 -15.996 -17.802 -0.217
C -13.952 -14.801 -17.693 -0.076
N -12.747 -18.769 -19.342 0.031
H -14.386 -15.987 -20.381 0.076
H -15.041 -17.649 -20.438 0.079
H -13.578 -17.227 -21.285 0.074
H -12.425 -16.655 -19.331 0.124
H -13.196 -17.169 -17.030 0.128
H -14.587 -18.031 -17.721 0.127
H -13.470 -14.681 -16.722 0.096
H -14.627 -13.970 -17.886 0.084
H -13.210 -14.718 -18.498 0.090
H -12.247 -19.024 -18.486 0.069
H -12.011 -18.744 -20.042 0.069
C -20.788 -11.534 -21.711 -0.070
C -20.663 -11.615 -20.196 -0.439
C -22.028 -11.883 -19.633 -0.203
O -22.132 -11.878 -18.217 -0.246
C -23.402 -12.372 -17.823 -0.096
N -19.700 -12.658 -19.830 0.078
H -19.825 -11.525 -22.224 0.076
H -21.287 -10.608 -22.017 0.074
H -21.342 -12.377 -22.136 0.080
H -20.321 -10.612 -19.900 0.115
H -22.523 -12.779 -20.020 0.133
H -22.647 -11.037 -19.989 0.125
H -23.627 -12.127 -16.789 0.094
H -23.358 -13.464 -17.944 0.090
H -24.230 -12.043 -18.464 0.090
H -18.799 -12.316 -20.171 0.081
H -19.540 -12.647 -18.815 0.041
C -17.827 -19.085 -18.685 -0.076
C -19.149 -18.350 -18.860 -0.409
C -19.513 -17.553 -17.625 -0.250
O -20.797 -17.032 -17.740 -0.177
C -21.129 -16.136 -16.702 -0.093
N -18.999 -17.381 -19.993 0.034
H -17.011 -18.448 -18.352 0.060
H -17.580 -19.680 -19.563 0.070
H -17.901 -19.862 -17.895 0.073
H -20.021 -18.950 -19.133 0.134
H -18.769 -16.759 -17.476 0.121
H -19.477 -18.236 -16.756 0.127
H -21.388 -16.684 -15.786 0.085
H -21.906 -15.459 -17.039 0.075
H -20.244 -15.531 -16.459 0.082
H -18.823 -17.893 -20.849 0.051
H -18.196 -16.769 -19.786 0.026
C -22.904 -6.549 -18.216 -0.069
C -22.314 -7.868 -18.657 -0.431
C -20.824 -7.819 -18.917 -0.233
O -20.153 -7.397 -17.772 -0.172
C -18.765 -7.514 -17.879 -0.106
N -22.576 -8.877 -17.593 0.057
H -22.662 -5.735 -18.900 0.075
H -22.575 -6.306 -17.209 0.082
H -23.993 -6.657 -18.207 0.071
H -22.795 -8.290 -19.552 0.128
H -20.655 -7.049 -19.699 0.127
H -20.405 -8.737 -19.344 0.100
H -18.477 -8.578 -17.983 0.079
H -18.261 -7.242 -16.956 0.091
H -18.391 -7.022 -18.784 0.089
H -22.407 -9.833 -17.941 0.043
H -23.595 -8.963 -17.497 0.072
O -17.526 -10.596 -13.178 -0.082
H -17.605 -11.050 -14.041 0.000
H -18.373 -10.156 -13.062 0.025
O -15.746 -9.678 -18.426 -0.081
H -16.507 -10.274 -18.292 -0.002
H -15.284 -9.709 -17.580 0.022
O -14.662 -11.866 -15.795 -0.055
H -15.418 -12.436 -16.011 0.003
H -14.543 -11.972 -14.846 0.039
O -17.119 -15.386 -19.109 -0.064
H -16.303 -15.716 -18.685 0.017
H -17.313 -14.571 -18.622 0.029
O -21.196 -11.374 -15.659 -0.067
H -20.247 -11.540 -15.665 0.005
H -21.484 -11.573 -16.572 -0.010
```